9
Properties=species:S:1:pos:R:3:lowdin_charge:R:1 method="wB97M-V/def2-TZVPD" de_lowest_kj_mol=233.5 gap_ev="6.6 / 6.6" homo_energy_ev="-9.854 / -9.854"
C -1.0392 -0.8946 -0.4073 -0.48
C 0.5422 0.2848 -0.1591 -0.50
C -0.6726 0.0369 0.7635 0.04
N 0.1202 -0.5147 -1.1014 0.20
O -1.9108 -1.6532 -0.6616 0.13
O 1.5223 1.0185 0.0791 -0.28
Br 3.1922 1.2678 -1.1319 0.66
H -1.3190 0.8981 0.9089 0.12
H -0.4353 -0.4436 1.7099 0.12